16
Properties=species:S:1:pos:R:3 method="wB97M-V/def2-TZVPD" homo_lumo_gap_ev=9.6 charge=0 fmax_ev_per_a=2.76 e_above_lowest_kcal_mol=30.2
C -0.5051 1.1962 0.1698
C 0.8321 0.7202 0.7961
C 1.3983 -0.3603 -0.1349
C 0.2990 -1.3368 -0.5492
C -0.9591 -1.0932 -0.3183
C -1.2774 -0.0588 0.7034
H -0.5015 0.5700 -1.5943
H -0.8434 2.1355 0.6549
H 1.6351 1.3780 1.1005
H 2.2396 -0.9582 0.3649
H 1.8059 0.1277 -1.0390
H 0.5818 -2.1791 -1.1988
H -1.7342 -1.5664 -0.8239
H -2.3131 0.0469 0.9571
O -0.5226 1.4433 -1.2121
S -0.1355 -0.0652 2.1238